1.
The following is a DFT calculation (the ωB97M-V functional and the def2-TZVPD basis) of an isolated ion of composition C5H5N2 and charge +1.

As for the total charge: +1. As for the relative energy (zero: lowest compared OMol25 entry of this formula, charge and spin): 442.5 kJ/mol. The calculation puts the HOMO energy (alpha / beta) at -14.6 / -14.6 eV. For the LUMO energy (alpha / beta), the calculation gives -0.24765 / -0.24641 Eh. The SMILES is [H]/N=[N+]1/C#CC=CC1.

```
12
C5H5N2 (the ωB97M-V functional and the def2-TZVPD basis)
H -2.4763 1.2911 0.1595
N -2.8116 0.2841 -0.0525
N -1.6949 -0.3842 0.0323
C -1.5402 -1.6960 0.0118
C -0.4446 -2.3162 -0.0324
C 0.9341 -1.9482 -0.0213
C 0.8996 -0.6208 0.0256
C -0.3253 0.3026 0.0215
H 1.8331 -2.6069 -0.1859
H 1.9129 -0.1166 0.0057
H -0.3786 0.7730 0.9284
H -0.1013 0.9657 -0.8980
```

---

2.
The following is a DFT calculation (the ωB97M-V functional and the def2-TZVPD basis) of C34H60InN2O2Si as an isolated structure.

As for the total charge: +1. As for the relative energy (zero: lowest compared OMol25 entry of this formula, charge and spin): 0.0 kJ/mol. The calculation puts the HOMO energy at -11.3 eV. For the LUMO energy, the calculation gives -0.14986 Eh.

```
100
C34H60InN2O2Si (the ωB97M-V functional and the def2-TZVPD basis)
O 1.5028 -1.4823 -2.8654
O 0.8721 -0.3149 -5.5106
C 2.7390 -1.8504 -2.2296
C 2.7019 -2.8179 -1.0554
H 3.2090 -0.9101 -1.9088
H 3.3776 -2.2660 -3.0319
H 2.0910 -2.4455 -0.2241
H 3.7257 -2.9339 -0.6870
H 2.3457 -3.8145 -1.3339
C 0.3346 -2.2981 -2.5462
C 0.2283 -3.3298 -3.6562
H -0.5591 -1.6461 -2.4979
H 0.4327 -2.7784 -1.5507
H 0.2301 -2.8330 -4.6357
H -0.6850 -3.9304 -3.5796
H 1.0933 -4.0113 -3.6011
C -0.1825 0.3088 -6.2634
C 1.8898 -0.8862 -6.3436
C -1.4946 -0.4066 -6.0494
H 0.0643 0.3043 -7.3394
H -0.2451 1.3486 -5.9166
H -1.4282 -1.4569 -6.3712
H -2.2699 0.0834 -6.6506
H -1.8004 -0.3727 -4.9938
C 1.3971 -2.0330 -7.2082
H 2.6625 -1.2214 -5.6463
H 2.3080 -0.0966 -6.9939
H 0.8814 -2.7960 -6.6137
H 2.2610 -2.5076 -7.6867
H 0.7263 -1.6777 -7.9976
H 1.3100 0.2779 -3.3801
N -0.7530 -0.6740 1.5128
C -1.5147 -0.0273 2.3982
C -2.1330 1.2049 2.1879
C -2.3841 1.8337 0.9709
C -1.8234 -0.7377 3.6822
H -0.9274 -1.1495 4.1663
H -2.5414 -1.5526 3.5033
H -2.2889 -0.0146 4.3583
C -3.5294 2.8069 0.8875
H -4.2732 2.5010 0.1381
H -3.1858 3.8250 0.6594
H -4.0364 2.8341 1.8574
N -1.6581 1.5940 -0.1189
C -0.4620 -2.0679 1.6757
C 0.7763 -2.4727 2.2272
C 1.7625 -1.4865 2.7880
C 1.0879 -3.8330 2.2593
H 2.0565 -4.1250 2.6741
C 0.1742 -4.7779 1.7903
H 0.4335 -5.8340 1.8123
C -1.0631 -4.3758 1.2908
H -1.7955 -5.0982 0.9294
C -1.4080 -3.0263 1.2501
C -2.7660 -2.6375 0.7660
C -1.9163 2.1649 -1.4028
C -1.2952 3.3839 -1.7639
C -0.4042 4.1006 -0.7916
C -1.5124 3.8889 -3.0472
H -1.0472 4.8342 -3.3243
C -2.3153 3.2023 -3.9586
H -2.4694 3.6022 -4.9589
C -2.9231 2.0016 -3.5976
H -3.5721 1.4713 -4.2967
C -2.7294 1.4644 -2.3265
C -3.3648 0.1586 -1.9647
In 0.2829 0.6265 0.1129
H 2.3057 -0.9378 2.0031
H 2.5178 -2.0516 3.3582
H 1.3123 -0.7559 3.4814
H -2.7564 -1.8431 0.0117
H -3.4521 -2.3312 1.5681
H -3.2160 -3.5215 0.2997
H -0.1519 5.0988 -1.1807
H 0.5552 3.5758 -0.6367
H -0.8784 4.2340 0.1937
H -3.8650 0.1916 -0.9860
H -2.6470 -0.6793 -1.9614
H -4.1300 -0.0987 -2.7121
H -2.6932 1.5937 3.0306
C 1.2612 1.3751 -3.1171
Si 2.4278 2.4418 -4.1504
H 0.2188 1.7023 -3.2215
H 1.5423 1.5038 -2.0578
C 4.0804 1.5852 -4.4341
C 2.7354 4.0537 -3.2160
C 1.8841 3.0121 -5.8678
H 2.6500 3.7192 -6.2316
H 0.9229 3.5386 -5.8332
H 1.8087 2.1995 -6.6047
H 4.6199 1.4515 -3.4874
H 4.7051 2.1987 -5.1004
H 3.9440 0.6027 -4.9026
H 2.8885 3.8896 -2.1419
H 1.8916 4.7466 -3.3486
H 3.6437 4.5256 -3.6271
C 2.1496 1.6476 0.6289
H 2.4755 2.3599 -0.1414
H 2.8905 0.8361 0.7300
H 2.0057 2.1597 1.5923
```

---

Q: What is the relative energy (zero: lowest compared OMol25 entry of this formula, charge and spin) in the second record?
A: 0.0 kJ/mol